No. 1
ORCA calculation (wB97M-V/def2-TZVPD) on an isolated ion of composition C18H32F9I2N4OS and charge +1 at a distorted geometry.

Geometry as XYZ:
```
67
Properties=species:S:1:pos:R:3:nbo_charge:R:1
I -0.9121 4.3576 -0.2104 0.149
I 0.6051 4.5524 2.7906 0.166
S 6.9827 -1.5031 -0.2884 2.380
F 8.0192 -0.5052 -0.9116 -0.439
F 6.1773 -0.2412 0.2703 -0.472
F 6.3455 -3.3329 1.4226 -0.281
F 7.8356 -2.6919 -0.8109 -0.441
F 5.6396 -3.9896 -1.5876 -0.310
F 4.9341 -4.8463 0.2434 -0.319
F 7.8077 -1.4852 1.0521 -0.450
F 4.8175 -1.9591 1.1213 -0.306
F 6.1401 -1.3929 -1.6186 -0.471
O -0.5818 0.3302 -3.3420 -0.526
N -2.4047 1.6348 -1.4145 -0.305
N -5.9361 0.1526 4.0560 -0.812
N -0.6296 1.2899 0.0392 -0.497
N -0.2061 1.0766 -2.2087 -0.122
C -0.6918 1.7994 2.7422 -0.632
C -6.0589 -0.1790 1.5441 -0.426
C 0.4570 0.2646 0.0269 -0.241
C 3.5330 -3.3692 -0.7771 -0.458
C 5.7230 -2.6724 0.4879 0.451
C -1.1731 1.3461 -1.2547 0.705
C 0.6907 0.1116 -1.4718 -0.069
C 4.9932 -3.6904 -0.4590 0.635
C 3.3135 -2.2911 -1.8589 -0.404
C 0.3665 2.5780 1.9647 -0.368
C -5.4749 0.7750 0.4666 -0.399
C -3.9735 0.5280 0.2182 -0.418
C -3.3299 1.8458 -0.2745 -0.209
C 0.1193 2.5453 0.4097 -0.153
C 3.0317 -0.9142 -1.1996 -0.415
C -2.9756 1.7735 -2.7691 -0.422
C 2.0949 -0.0367 -2.0524 -0.403
C -6.5769 0.5881 2.8043 -0.215
H 1.0756 2.5963 -0.1027 0.209
H -5.2937 -0.8787 1.8756 0.196
H -1.3615 -0.2163 -3.1472 0.462
H 2.4908 0.9657 -2.2250 0.220
H -6.8797 -0.7631 1.1321 0.217
H -5.9101 -0.8618 4.0568 0.348
H -3.8519 2.4041 -2.7845 0.245
H 3.1618 -4.3090 -1.1845 0.244
H 1.3925 0.5326 0.5163 0.228
H 2.3957 -2.5585 -2.3860 0.201
H -2.1940 2.1210 -3.4364 0.251
H -3.2437 0.7799 -3.1273 0.212
H 1.9782 -0.5149 -3.0214 0.229
H 0.2496 -0.8727 -1.6781 0.195
H -6.0468 0.5899 -0.4451 0.212
H -1.6964 2.0422 2.3995 0.206
H -2.8349 2.3249 0.5534 0.243
H -5.6520 1.8105 0.7528 0.202
H 3.9548 -0.3533 -1.0800 0.236
H -6.3897 1.6570 2.7197 0.182
H -3.5630 0.2898 1.1972 0.215
H -0.6151 1.9747 3.8102 0.247
H -7.6504 0.4424 2.8898 0.199
H 2.6710 -1.0689 -0.1845 0.193
H -4.1073 2.4923 -0.6631 0.224
H -4.9755 0.4767 4.0760 0.342
H 0.1237 -0.6205 0.5650 0.230
H -3.8162 -0.3026 -0.4657 0.210
H -0.5088 0.7370 2.5770 0.209
H 1.3145 2.0687 2.1126 0.225
H 4.1206 -2.2304 -2.5803 0.240
H 2.9600 -3.2038 0.1273 0.225
```

- total charge = +1
- lowest unoccupied orbital energy (eV) = -3.5234
- HOMO level (eV) = -11.44
- gap between HOMO and LUMO (eV) = 7.9

No. 2
ORCA calculation (wB97M-V/def2-TZVPD) on C18H32N10TeY as an isolated structure.

Geometry as XYZ:
```
62
Properties=species:S:1:pos:R:3:nbo_charge:R:1
Te 0.2366 3.8291 -0.5070 0.538
Y 0.0796 0.7057 0.6049 1.849
N 0.7160 3.2050 3.8148 0.182
N -0.7907 -1.5678 0.8915 -0.710
N 0.1483 0.4819 -1.7988 -0.575
N 1.8325 3.9496 4.1449 -0.606
N -2.2448 0.6885 -0.2131 -0.727
N -0.4484 3.2714 4.4303 -0.181
N 0.7359 2.3948 2.7991 -0.025
N -0.4707 1.8760 2.7341 -0.414
N 2.2306 0.2390 -0.2659 -0.556
N 1.4336 -0.6695 2.0081 -0.583
C -2.9632 -0.5235 0.2784 -0.238
C -1.1882 2.4357 3.7300 0.157
C 2.7008 -0.7391 1.8499 0.405
C -0.7798 -1.5905 2.3782 -0.236
C -2.1104 -1.7816 0.2508 -0.235
C 1.2650 0.5920 -2.4197 0.396
C 3.7985 0.6709 -1.9837 -0.182
C 3.2080 -0.0785 0.5904 0.158
C 2.1691 4.3723 0.2002 -0.839
C 0.6680 -1.5499 2.8991 -0.262
C 2.4899 0.5549 -1.5369 0.162
C 4.5382 0.0228 0.2178 -0.178
C 1.4777 0.6666 -3.8917 -0.711
C 3.6556 -1.5069 2.6933 -0.714
C 4.8278 0.4365 -1.0789 -0.095
C -0.8668 5.0208 0.8638 -0.838
C -2.2747 0.9333 -1.6876 -0.228
C -1.1394 0.2831 -2.4711 -0.257
H -2.2092 2.0142 -1.8206 0.225
H -2.2245 2.2306 3.9425 0.256
H 1.5132 4.8553 4.4792 0.412
H 0.5551 0.7088 -4.4590 0.256
H 0.6760 -1.1950 3.9314 0.249
H -0.6053 4.7707 1.8883 0.210
H -2.7427 1.4781 0.1903 0.408
H -1.3011 -2.4641 2.7750 0.249
H -2.6625 -2.5934 0.7311 0.239
H -1.9269 4.8496 0.6923 0.248
H 3.1791 -1.9510 3.5620 0.257
H -3.2755 -0.3114 1.3031 0.220
H 2.2686 4.1349 1.2559 0.236
H 5.3348 -0.2357 0.9014 0.262
H 4.4492 -0.8418 3.0428 0.273
H -0.1589 -2.2927 0.5605 0.408
H -0.6381 6.0638 0.6630 0.266
H -1.3301 -0.7140 2.7372 0.205
H -3.8763 -0.6966 -0.2958 0.242
H 2.3010 5.4369 0.0279 0.263
H -3.2308 0.6155 -2.1094 0.238
H -1.1670 0.6850 -3.4832 0.240
H 1.0968 -2.5536 2.8933 0.234
H 2.0473 -0.2029 -4.2297 0.277
H 2.3368 3.4803 4.8930 0.404
H 2.9030 3.8219 -0.3849 0.237
H 5.8579 0.5261 -1.3985 0.269
H 2.0711 1.5511 -4.1338 0.268
H 4.0221 0.9137 -3.0129 0.263
H -1.9196 -2.0919 -0.7763 0.224
H -1.2893 -0.7961 -2.5568 0.228
H 4.1382 -2.2932 2.1076 0.277
```

- total charge = +3
- lowest unoccupied orbital energy (eV) = -9.4787
- ΔE to the lowest compared entry with this formula, charge and spin (kJ/mol) = 10.89
- HOMO level (eV) = -16.89
- gap between HOMO and LUMO (eV) = 7.4